# 1
Formula: C28H19BrFeN7O2S
Source: the OMol25 dataset
Level of theory: ωB97M-V/def2-TZVPD

```
59
Properties=species:S:1:pos:R:3
Fe -0.25 1.12 -0.64
N 3.52 2.86 -0.50
C 4.57 1.98 -0.45
C 5.89 2.44 -0.48
C 6.93 1.55 -0.43
C 6.69 0.17 -0.37
C 5.40 -0.30 -0.32
C 4.33 0.60 -0.36
S 2.71 0.01 -0.17
N 1.76 1.24 -0.70
C 2.19 2.55 -0.61
C 1.21 3.55 -0.64
C 1.46 4.94 -0.60
C 0.42 5.83 -0.58
C -0.89 5.34 -0.60
C -1.08 3.98 -0.66
N -0.08 3.09 -0.70
H 3.76 3.84 -0.42
H 6.07 3.51 -0.54
H 7.95 1.91 -0.44
H 7.52 -0.53 -0.35
H 5.20 -1.37 -0.26
H 2.48 5.32 -0.57
H 0.60 6.89 -0.54
H -1.74 6.01 -0.56
H -2.08 3.56 -0.68
Br -2.47 1.17 -3.02
C -3.21 1.15 -1.28
C -4.57 1.16 -1.04
C -4.98 1.16 0.29
C -4.04 1.15 1.31
C -2.70 1.14 0.97
N -2.31 1.14 -0.30
C -1.55 1.09 2.02
O -1.88 1.04 3.19
O -0.40 1.08 1.49
H -5.27 1.18 -1.86
H -6.04 1.17 0.52
H -4.32 1.14 2.35
N -3.95 -8.27 2.76
C -3.43 -7.38 2.27
C -2.77 -6.27 1.65
C -1.82 -6.48 0.66
C -1.18 -5.42 0.06
C -1.48 -4.11 0.44
C -2.42 -3.89 1.44
C -3.06 -4.96 2.04
N -0.84 -3.01 -0.20
C 0.06 -3.08 -1.25
C 0.34 -1.80 -1.59
N -0.37 -0.94 -0.77
C -1.07 -1.71 0.04
H -1.58 -7.49 0.35
H -0.44 -5.62 -0.71
H -2.67 -2.89 1.77
H -3.80 -4.78 2.81
H 0.44 -3.99 -1.65
H 0.97 -1.43 -2.38
H -1.72 -1.33 0.81
```

The calculation puts the lowest unoccupied orbital energy (alpha / beta) at -2.44 / -5.21 eV. The expectation value of S² is 6.03. Its multiplicity is 5. The charge is +1. The energy is -159129.9374 eV. The molecular weight is 653.32 g/mol. The calculation puts the gap between HOMO and LUMO (alpha / beta) at 0.2474 / 0.2237 Eh.

---

# 2
Formula: C31H59N5O6S5
Source: the OMol25 dataset
Level of theory: ωB97M-V/def2-TZVPD

```
106
Properties=species:S:1:pos:R:3
C -3.94 0.98 2.54
O -3.87 2.17 1.80
H -3.99 1.20 3.60
H -4.89 0.50 2.27
H -3.04 0.39 2.36
H -4.72 2.61 1.94
N 4.02 -4.78 1.04
C 4.52 -5.29 -0.13
C 4.68 -4.22 -0.97
C 4.29 -2.98 -0.34
C 3.87 -3.42 0.90
H 3.91 -5.27 1.92
H 4.67 -6.36 -0.23
H 5.11 -4.21 -1.97
H 4.25 -1.97 -0.72
H 3.65 -2.84 1.78
N 3.65 0.87 -0.02
C 4.30 0.73 -1.21
C 5.66 0.43 -0.98
C 5.78 0.33 0.39
C 4.55 0.71 0.95
H 2.65 0.93 0.11
H 3.71 0.87 -2.10
H 6.34 0.16 -1.78
H 6.67 0.02 0.93
H 4.16 0.67 1.96
N -1.45 -3.07 2.51
C -2.03 -2.12 3.28
C -1.15 -1.73 4.25
C 0.01 -2.40 3.96
C -0.20 -3.26 2.92
H -1.91 -3.53 1.74
H -3.07 -1.83 3.25
H -1.37 -1.11 5.10
H 0.88 -2.26 4.58
H 0.48 -3.92 2.40
N -3.99 2.81 -0.76
C -4.02 4.02 -1.40
C -4.28 3.76 -2.75
C -4.41 2.37 -2.93
C -4.25 1.84 -1.66
H -3.89 2.59 0.22
H -3.87 4.96 -0.90
H -4.34 4.51 -3.53
H -4.65 1.82 -3.83
H -4.34 0.81 -1.33
N -3.62 -3.20 -0.99
C -2.28 -3.31 -1.00
C -1.87 -4.37 -0.20
C -3.06 -5.04 0.26
C -4.15 -4.26 -0.24
H -4.17 -2.52 -1.49
H -1.68 -2.57 -1.51
H -0.86 -4.69 0.05
H -3.09 -5.91 0.89
H -5.22 -4.39 -0.15
C -0.06 1.30 3.72
S 1.68 1.48 4.39
O 2.57 2.01 3.29
C 1.15 2.91 5.43
H -0.11 0.45 3.05
H -0.51 2.19 3.28
H -0.70 0.90 4.51
H 0.27 2.68 6.04
H 0.91 3.71 4.73
H 1.99 3.20 6.06
C -1.13 3.97 0.59
S 0.21 5.00 1.32
O 0.02 5.08 2.86
C 1.67 3.90 0.93
H -2.14 4.38 0.64
H -1.00 3.10 1.23
H -0.88 3.74 -0.44
H 2.40 4.18 1.70
H 1.94 4.07 -0.11
H 1.38 2.91 1.27
C 0.36 4.48 -2.94
S 1.19 3.72 -4.34
O 2.65 4.18 -4.37
C 1.22 1.97 -3.62
H 0.85 4.47 -1.97
H -0.56 3.92 -2.80
H 0.19 5.51 -3.25
H 0.17 1.74 -3.43
H 1.76 2.07 -2.68
H 1.74 1.29 -4.29
C -1.30 0.13 -0.02
S 0.30 -0.03 -0.92
O 1.10 1.24 -0.53
C 1.12 -1.40 0.09
H -1.91 1.00 -0.22
H -1.06 0.16 1.05
H -1.88 -0.79 -0.16
H 1.92 -1.95 -0.40
H 0.32 -2.08 0.37
H 1.54 -1.01 1.01
C -1.23 -3.16 -5.61
S -0.79 -1.73 -4.48
O -1.90 -1.59 -3.51
C 0.80 -2.18 -3.76
H -0.53 -3.21 -6.45
H -2.22 -3.17 -6.06
H -1.11 -4.09 -5.05
H 1.25 -1.40 -3.16
H 1.51 -2.40 -4.56
H 0.67 -3.11 -3.20
```

The calculation puts the lowest unoccupied orbital energy (alpha / beta) at 1.72 / 1.68 eV. The expectation value of S² is 0.75. Its multiplicity is 2. The charge is -1. The energy is -107007.7972 eV. The molecular weight is 758.18 g/mol. The calculation puts the gap between HOMO and LUMO (alpha / beta) at 0.0560 / 0.2734 Eh.

---

# 3
Formula: C2FI3
Source: the OMol25 dataset
Level of theory: ωB97M-V/def2-TZVPD

```
6
Properties=species:S:1:pos:R:3
C 1.31 -0.13 -0.88
C -1.19 0.17 0.11
F 1.40 -1.19 -0.11
I 2.87 1.25 -0.41
I -2.25 -1.57 -0.16
I -2.15 1.47 1.46
```

The calculation puts the lowest unoccupied orbital energy at -1.85 eV. Its multiplicity is 1. The energy is -29086.7795 eV. The molecular weight is 423.73 g/mol. The calculation puts the gap between HOMO and LUMO at 0.2500 Eh.

---

# 4
Formula: C27H84O15
Source: the OMol25 dataset
Level of theory: ωB97M-V/def2-TZVPD

```
126
Properties=species:S:1:pos:R:3
C 4.17 0.69 -2.57
O 4.14 -0.33 -1.60
H 3.53 0.44 -3.43
H 3.86 1.66 -2.17
H 5.16 0.77 -3.02
H 3.26 -0.31 -1.21
C -2.80 1.32 4.25
O -1.99 0.82 3.20
H -3.86 1.31 3.99
H -2.67 0.75 5.17
H -2.54 2.36 4.45
H -2.53 0.25 2.64
C 4.65 3.02 0.23
O 4.60 3.52 1.57
H 5.36 2.19 0.18
H 3.65 2.67 -0.04
H 5.00 3.77 -0.48
H 4.25 4.42 1.53
C -1.00 -5.02 -2.24
O -0.59 -5.64 -3.46
H -0.98 -5.74 -1.40
H -0.31 -4.24 -1.90
H -2.00 -4.64 -2.37
H 0.20 -6.14 -3.28
C 3.33 -0.16 2.08
O 3.48 -0.88 3.29
H 2.97 -0.84 1.28
H 2.59 0.64 2.18
H 4.30 0.21 1.76
H 2.60 -1.09 3.62
C -3.34 -1.47 -3.75
O -2.19 -1.79 -3.00
H -4.20 -2.05 -3.41
H -3.58 -0.41 -3.63
H -3.20 -1.63 -4.82
H -1.48 -2.05 -3.61
C 1.44 -3.31 -6.07
C 0.67 -2.43 -5.12
C 1.31 -1.06 -4.94
O -0.68 -2.25 -5.59
H 2.35 -3.69 -5.59
H 1.71 -2.77 -6.98
H 0.82 -4.16 -6.33
H 0.58 -2.90 -4.14
H 1.26 -0.50 -5.88
H 2.37 -1.16 -4.72
H 0.80 -0.51 -4.15
H -0.65 -1.65 -6.34
C 0.71 3.17 4.21
C 1.40 1.82 4.09
C 2.67 1.77 4.91
O 0.56 0.75 4.48
H 0.42 3.34 5.26
H -0.15 3.29 3.56
H 1.45 3.94 3.99
H 1.68 1.68 3.03
H 3.36 2.55 4.59
H 3.15 0.80 4.83
H 2.44 1.93 5.97
H -0.29 0.88 4.04
C 0.80 -1.45 -1.14
C 0.31 -0.07 -0.76
C -0.17 0.07 0.66
O 1.42 0.84 -1.00
H 1.24 -1.38 -2.14
H -0.02 -2.17 -1.20
H 1.54 -1.84 -0.44
H -0.51 0.23 -1.43
H 0.66 0.04 1.37
H -0.77 -0.82 0.93
H -0.83 0.92 0.79
H 1.07 1.74 -0.91
C -2.12 -4.98 2.38
C -1.02 -4.59 1.43
C -0.07 -3.59 2.04
O -0.34 -5.80 1.13
H -2.77 -4.12 2.58
H -1.72 -5.31 3.34
H -2.73 -5.78 1.96
H -1.49 -4.19 0.52
H 0.44 -4.07 2.89
H -0.56 -2.70 2.44
H 0.72 -3.31 1.34
H 0.48 -5.64 0.64
C -2.97 4.26 1.72
C -2.59 4.56 0.29
C -2.63 3.30 -0.57
O -3.45 5.55 -0.28
H -3.28 5.18 2.22
H -2.11 3.86 2.27
H -3.77 3.52 1.81
H -1.60 5.00 0.25
H -2.24 3.48 -1.57
H -3.67 3.00 -0.70
H -2.08 2.47 -0.13
H -4.36 5.30 -0.09
C 0.65 5.87 -1.08
C 1.20 4.63 -0.40
C 1.00 4.60 1.11
O 0.51 3.47 -0.88
H -0.43 5.92 -0.97
H 0.90 5.83 -2.15
H 1.13 6.77 -0.69
H 2.27 4.54 -0.62
H -0.07 4.66 1.31
H 1.55 5.38 1.64
H 1.32 3.62 1.46
H 0.08 3.69 -1.71
C -4.36 0.15 0.18
C -4.41 -1.19 0.88
C -3.71 -2.26 0.06
O -3.76 -1.08 2.15
H -3.50 0.73 0.50
H -5.25 0.75 0.40
H -4.29 0.02 -0.90
H -5.45 -1.50 1.03
H -4.20 -2.40 -0.91
H -3.70 -3.22 0.58
H -2.69 -1.92 -0.13
H -4.10 -1.72 2.78
O 2.03 -5.02 -0.50
H 2.42 -5.18 0.36
H 2.66 -4.40 -0.91
O 3.99 -3.04 -1.01
H 4.16 -2.13 -1.31
H 4.04 -2.98 -0.05
```

The calculation puts the lowest unoccupied orbital energy at 0.32 eV. Its multiplicity is 1. The energy is -60072.1827 eV. The molecular weight is 648.95 g/mol. The calculation puts the gap between HOMO and LUMO at 0.3600 Eh.

---

# 5
Formula: C6H13N9
Source: the OMol25 dataset
Level of theory: ωB97M-V/def2-TZVPD

```
28
Properties=species:S:1:pos:R:3
C -1.18 1.90 -2.62
C -0.76 2.03 -1.29
N -0.19 0.99 -0.61
N 0.02 1.55 0.59
C 0.50 0.76 1.74
N 0.72 -0.55 1.20
N 1.84 -0.92 0.77
N 1.80 -2.18 0.44
C 0.55 -2.56 0.85
C 0.08 -3.95 0.76
N 1.35 -4.80 0.84
N -0.17 -1.55 1.30
N -0.28 2.76 0.69
N -0.77 3.09 -0.46
C -0.97 4.47 -0.94
H -2.26 1.91 -2.64
H -0.92 2.77 -3.34
H -0.76 0.86 -2.86
H -0.34 0.83 2.40
H 1.45 1.30 2.02
H -0.65 -4.15 1.49
H -0.70 -4.21 -0.04
H 1.31 -5.79 0.42
H 1.51 -4.81 1.86
H 1.99 -4.10 0.40
H -0.96 4.56 -1.95
H -1.99 4.77 -0.65
H -0.21 5.02 -0.35
```

The calculation puts the lowest unoccupied orbital energy at -6.44 eV. The SMILES is Cc1n[n+](Cn2nnc(C[NH3+])n2)nn1C. Its multiplicity is 1. The charge is +2. The energy is -19823.9529 eV. The molecular weight is 211.23 g/mol. The calculation puts the gap between HOMO and LUMO at 0.4280 Eh.

---

# 6
Formula: C13H30FN2O5S
Source: the OMol25 dataset
Level of theory: ωB97M-V/def2-TZVPD

```
52
Properties=species:S:1:pos:R:3
N -1.37 5.47 0.11
C -0.76 4.05 0.02
C 0.24 4.06 -1.28
C 0.88 2.60 -1.67
C 1.92 1.99 -0.56
C 1.50 0.38 -0.56
C 2.60 -0.60 0.17
C 2.31 -0.77 1.78
F 2.82 -2.13 2.19
C 3.46 2.24 -1.16
O 4.53 2.22 -0.11
S 3.66 2.90 1.24
O 4.11 4.41 1.12
O 4.10 2.43 2.68
O 2.02 2.58 0.78
H -0.54 6.11 -0.05
H -1.69 5.67 1.08
H -1.68 3.32 -0.06
H -0.21 3.90 1.06
H 1.07 4.90 -1.17
H -0.43 4.41 -2.20
H 0.05 1.80 -1.99
H 1.52 2.78 -2.66
H 1.34 0.02 -1.68
H 0.45 0.33 -0.02
H 3.72 -0.26 0.06
H 2.49 -1.67 -0.33
H 2.89 0.05 2.42
H 1.17 -0.70 2.03
H 3.64 3.29 -1.66
H 3.72 1.50 -2.06
C -2.53 -1.85 -0.68
N -2.53 -3.36 -0.43
C -2.22 -4.06 -1.75
C -3.90 -3.80 0.06
C -1.41 -3.77 0.58
C -1.58 -3.16 1.99
O -1.56 -1.74 1.94
H -3.13 -1.66 -1.57
H -3.00 -1.35 0.17
H -1.50 -1.52 -0.84
H -3.00 -3.79 -2.47
H -2.23 -5.14 -1.58
H -1.25 -3.72 -2.10
H -4.14 -3.26 0.98
H -3.88 -4.88 0.24
H -4.63 -3.55 -0.72
H -0.47 -3.43 0.14
H -1.42 -4.86 0.64
H -0.75 -3.48 2.63
H -2.51 -3.49 2.45
H -1.91 -1.40 2.79
```

The calculation puts the lowest unoccupied orbital energy at -2.87 eV. Its multiplicity is 1. The charge is +1. The energy is -40724.0577 eV. The molecular weight is 345.46 g/mol. The calculation puts the gap between HOMO and LUMO at 0.3099 Eh.

---

# 7
Formula: C7H14N3
Source: the OMol25 dataset
Level of theory: ωB97M-V/def2-TZVPD

```
24
Properties=species:S:1:pos:R:3
C -1.09 -3.02 1.27
C -1.04 -1.67 0.99
C -0.01 -3.64 0.65
C 0.44 2.48 0.64
C -0.82 0.45 -1.56
C -0.12 1.12 0.69
C 0.26 0.32 -0.55
N -0.07 -1.39 0.15
N 0.47 -2.59 -0.11
N 1.49 0.21 -0.85
H -1.84 -3.59 1.93
H -1.58 -0.87 1.43
H 0.11 2.99 1.56
H 0.05 3.06 -0.27
H 1.53 2.44 0.75
H -1.89 0.68 -1.16
H -0.72 1.36 -2.05
H -0.98 -0.21 -2.39
H -1.17 1.03 0.79
H 0.15 0.50 1.51
H 1.23 -2.51 -0.70
H 1.92 -0.02 -1.73
H 0.36 -4.67 0.52
H 2.19 0.42 -0.11
```

The calculation puts the lowest unoccupied orbital energy at -2.74 eV. Its multiplicity is 1. The charge is +1. The energy is -11948.0873 eV. The molecular weight is 140.21 g/mol. The calculation puts the gap between HOMO and LUMO at 0.4068 Eh.

---

# 8
Formula: C30H46IrO3P2
Source: the OMol25 dataset
Level of theory: ωB97M-V/def2-TZVPD

```
82
Properties=species:S:1:pos:R:3
Ir -0.06 -3.36 -1.36
C -1.55 -2.09 1.24
C -1.16 -3.25 0.45
C 0.74 -2.20 1.39
C -0.41 -1.50 1.81
C 0.31 -3.36 0.62
C -2.93 -1.78 1.66
H -3.62 -2.60 1.43
H -3.38 -0.88 1.20
H -2.94 -1.60 2.75
C -0.43 -0.32 2.73
H -0.59 0.61 2.17
H 0.52 -0.21 3.25
H -1.23 -0.39 3.48
C 2.12 -1.90 1.80
H 2.40 -2.20 2.83
H 2.36 -0.83 1.73
H 2.79 -2.47 1.14
C 1.06 -4.63 0.45
H 0.65 -5.41 1.11
H 2.13 -4.49 0.66
H 0.92 -4.97 -0.63
C -2.04 -4.39 0.15
H -1.83 -5.24 0.83
H -1.87 -4.73 -0.90
H -3.08 -4.08 0.25
C -1.60 3.99 -0.85
C -2.40 3.30 -0.02
C -2.78 1.86 -0.11
C -3.04 1.35 -1.55
C -1.66 0.79 -1.94
C -0.57 1.16 -1.05
C 0.26 2.30 -0.89
C -0.35 3.55 -1.59
H -3.56 1.58 0.60
H -3.47 2.09 -2.27
H -1.92 1.25 0.29
H -0.62 3.34 -2.65
H -1.84 5.05 -1.05
H -2.92 3.86 0.77
H 0.42 4.35 -1.61
H 0.31 2.53 0.19
H -0.14 0.28 -0.48
H 1.31 2.07 -1.14
H -3.75 0.50 -1.51
H -1.82 -0.32 -1.78
P -0.95 -0.10 -3.64
C -1.08 1.53 -4.53
C -1.37 -1.04 -5.16
P 1.15 -1.84 -2.18
C 0.81 -0.42 -3.41
C 0.82 -3.37 -3.32
C 2.80 -1.17 -1.78
H -0.15 2.12 -4.54
H -1.89 2.10 -4.06
H -1.40 1.34 -5.57
H -0.98 -0.48 -6.03
H -2.47 -1.05 -5.24
H -0.99 -2.05 -5.23
H 3.14 -0.69 -2.71
H 3.49 -1.98 -1.51
H 2.73 -0.40 -1.00
H 1.32 0.52 -3.12
H 1.29 -0.83 -4.34
H 1.72 -3.98 -3.48
H 0.55 -2.82 -4.25
H -0.12 -4.02 -3.06
O 0.88 4.64 3.73
C 1.61 3.76 4.30
C 1.71 3.71 5.73
C 2.50 2.77 6.38
C 3.16 1.78 5.63
C 2.98 1.70 4.25
C 2.27 2.68 3.56
C 1.99 2.51 2.12
O 2.26 1.50 1.47
O 1.38 3.55 1.56
H 1.10 4.22 2.31
H 1.19 4.48 6.31
H 2.59 2.78 7.46
H 3.76 1.03 6.12
H 3.42 0.91 3.64
```

The calculation puts the lowest unoccupied orbital energy (alpha / beta) at -6.00 / -7.76 eV. The expectation value of S² is 8.85. Its multiplicity is 6. The charge is +2. The energy is -59389.8279 eV. The molecular weight is 708.86 g/mol. The calculation puts the gap between HOMO and LUMO (alpha / beta) at 0.2094 / 0.2092 Eh.